A cluster of 15 separate species, C4H28BO22 in total. Source: the Open Molecules 2025 dataset; level of theory: wB97M-V/def2-TZVPD.

Computed properties:
LUMO energy (alpha / beta)   -3.97 / -8.20 eV
<S²>   0.761
2S+1   2
Energy above the lowest of the compared OMol25 structures with the same formula, charge and spin   8.4 kcal/mol
Energy   -50323.911 eV
Gap between HOMO and LUMO (alpha / beta)   6.76 / 2.52 eV

Geometry as XYZ:
```
55
C4H28BO22 (wB97M-V/def2-TZVPD)
O 1.54912 3.23632 0.42936
C 0.87048 2.23204 0.59241
O 0.38924 1.45317 -0.38930
B -0.32603 0.36444 0.15560
O -0.02758 0.33430 1.58293
C 0.58245 1.42714 1.87828
O 1.01142 1.81900 2.92856
O 0.22482 -0.88791 -0.44256
C -0.79695 -1.53776 -0.95198
O -0.77056 -2.68464 -1.44380
C -2.08090 -0.56698 -0.96646
O -1.82246 0.40526 -0.09722
O -3.19963 -0.88387 -1.48340
O -0.15781 3.18485 5.41355
H -0.15818 2.96434 4.48210
H -1.07176 3.09213 5.68249
O 2.31698 1.95713 -2.74808
H 1.72170 2.39434 -2.13922
H 3.06221 2.55295 -2.82462
O -2.86647 0.93992 -4.14199
H -2.87680 0.08418 -3.71323
H -3.22348 0.77538 -5.01475
O 3.46441 -0.22445 0.43082
H 3.45649 0.73143 0.38126
H 3.75704 -0.50726 -0.43557
O 0.00018 -2.32217 2.67668
H 0.95220 -2.30471 2.77460
H -0.19440 -1.58977 2.09192
O 4.02343 2.63054 0.37654
H 3.14274 2.98295 0.24838
H 4.60632 3.31868 0.05569
O -6.10460 -0.65090 -1.59501
H -5.15754 -0.72006 -1.71551
H -6.28770 0.28598 -1.66543
O -4.36191 1.95678 0.16893
H -3.61063 1.63288 -0.32794
H -4.49734 1.30166 0.85355
O 2.24406 -1.06287 -2.74152
H 1.92267 -1.31066 -3.60844
H 1.67151 -0.34574 -2.46926
O 3.03235 3.78352 3.60229
H 2.18292 3.35444 3.49940
H 3.52319 3.20682 4.18772
O 2.54258 -4.07878 -1.51380
H 1.78923 -3.49039 -1.56379
H 2.22619 -4.90526 -1.87857
O -1.29738 -4.60406 -4.29864
H -1.09892 -3.77124 -3.87056
H -0.59775 -5.19247 -4.01487
O -3.54627 -4.02389 -0.60540
H -2.85243 -3.36475 -0.58677
H -3.61542 -4.27356 -1.52688
O 2.35214 0.19554 5.71654
H 1.93808 1.04750 5.57891
H 2.04478 -0.34145 4.98618
```

=====

A structure of composition BrH12O6. Source: the Open Molecules 2025 dataset; level of theory: wB97M-V/def2-TZVPD.

Computed properties:
LUMO energy   3.53 eV
Energy above the lowest of the compared OMol25 structures with the same formula, charge and spin   163.5 kcal/mol
Energy   -82519.379 eV
Gap between HOMO and LUMO   9.12 eV
Charge   -1

Geometry as XYZ:
```
19
BrH12O6 (wB97M-V/def2-TZVPD)
Br -0.11275 0.36731 0.05912
O 0.00754 -0.66972 -2.33687
H 0.07451 -0.21943 -1.49484
H -0.87694 -1.03561 -2.34368
O 2.37173 -0.06220 -0.12746
H 2.60111 -0.20424 -1.04585
H 1.44487 -0.29496 -0.07283
O -0.86994 -1.92654 1.49883
H -1.79986 -1.78633 1.32038
H -0.42887 -1.20016 1.05832
O 1.47255 1.72766 -1.30006
H 1.00374 1.09146 -0.75994
H 1.52923 1.31521 -2.16198
O 0.40075 1.14142 2.42995
H 0.30183 1.98049 1.98004
H 0.43561 0.49412 1.72567
O -2.77156 -0.33647 0.24258
H -2.89611 -0.39745 1.18967
H -1.88744 0.01545 0.13896
```

=====

A cluster of 2 separate species, C8H8Cl4FN2 in total. Source: the Open Molecules 2025 dataset; level of theory: wB97M-V/def2-TZVPD.

Computed properties:
LUMO energy   2.03 eV
Energy   -64210.007 eV
Gap between HOMO and LUMO   5.41 eV
Charge   -1

Geometry as XYZ:
```
23
C8H8Cl4FN2 (wB97M-V/def2-TZVPD)
C -0.54468 1.41880 0.60377
C -0.41080 0.51349 -0.70633
F -0.60051 1.25545 -1.94956
N 0.92642 -0.11029 -0.75526
C 0.70305 -1.49305 -1.10988
C 0.48583 -2.02533 -2.56615
C 0.28144 -3.48351 -2.96660
N 0.25808 -4.50715 -1.98738
C 0.45573 -4.07604 -0.65863
C 0.66744 -2.67907 -0.07147
H -1.22870 2.29411 0.34380
H 0.49060 1.83939 0.83979
H -1.01986 0.81830 1.44346
H -1.18176 -0.32629 -0.66723
H 0.47106 -1.24583 -3.40675
H 0.15074 -3.79169 -4.06413
H 0.45840 -4.92143 0.12317
H 0.83480 -2.48454 1.04739
C -0.23875 4.60013 3.30099
Cl -1.75363 3.74464 3.65884
Cl 0.91373 3.47567 2.55683
Cl -0.56641 5.94030 2.18160
Cl 0.44778 5.24395 4.80972
```

=====

The molecule C3H2N2O3. Source: the Open Molecules 2025 dataset; level of theory: wB97M-V/def2-TZVPD.

Computed properties:
LUMO energy   -0.52 eV
Energy above the lowest of the compared OMol25 structures with the same formula, charge and spin   92.6 kcal/mol
Energy   -12262.965 eV
Gap between HOMO and LUMO   10.43 eV
Structure (SMILES)   O=C(O)c1nnco1

Geometry as XYZ:
```
10
C3H2N2O3 (wB97M-V/def2-TZVPD)
C 0.79240 -0.24964 -1.23596
C -0.23200 0.16578 -0.23460
C -1.13344 -0.09042 1.73430
H 0.83119 -1.87922 -0.10824
H -1.71321 -0.48739 2.53416
N -0.60783 1.26524 0.29509
N -1.28943 1.12995 1.40417
O 1.62670 -1.37292 -0.60416
O 1.06506 0.54733 -2.05073
O -0.49161 -0.84366 0.66699
```

=====

The molecule C5H4O. Source: the Open Molecules 2025 dataset; level of theory: wB97M-V/def2-TZVPD.

Computed properties:
LUMO energy (alpha / beta)   0.78 / -2.96 eV
<S²>   2.024
2S+1   3
Energy above the lowest of the compared OMol25 structures with the same formula, charge and spin   57.8 kcal/mol
Energy   -7289.300 eV
Gap between HOMO and LUMO (alpha / beta)   7.72 / 6.66 eV

Geometry as XYZ:
```
10
C5H4O (wB97M-V/def2-TZVPD)
C 1.13474 -0.49097 -0.35974
C 1.43840 0.72331 0.20540
C -0.37472 -0.35579 -0.02195
C -0.00265 1.08291 0.34070
C -1.45265 -0.96114 0.19286
O -0.76422 1.94646 -0.09725
H 1.39602 -0.90916 -1.34298
H 2.44141 1.09879 0.46904
H -1.93752 -0.31455 0.72218
H -1.87880 -1.81986 -0.10826
```

=====

The molecule C4H7NO2. Source: the Open Molecules 2025 dataset; level of theory: wB97M-V/def2-TZVPD.

Computed properties:
LUMO energy   0.51 eV
Energy above the lowest of the compared OMol25 structures with the same formula, charge and spin   126.5 kcal/mol
Energy   -9841.792 eV
Gap between HOMO and LUMO   8.23 eV

Geometry as XYZ:
```
14
C4H7NO2 (wB97M-V/def2-TZVPD)
O 0.95800 0.19592 1.05208
C 1.30709 -0.63701 -0.36779
C -0.28986 -0.34222 1.53118
O -1.37879 0.27948 0.94561
C -1.67479 0.07265 -0.40267
N -0.93199 -0.00337 -1.40701
C 0.52233 0.12916 -1.39689
H 0.85170 1.16341 0.94990
H 2.35819 -0.31892 -0.45743
H -0.20142 -1.39655 1.26824
H -0.35452 -0.15278 2.60373
H -2.75913 0.06301 -0.50803
H 0.88734 -0.27635 -2.35077
H 0.70586 1.22357 -1.46015
```